[1]
{"formula": "C28H37F22O14PS", "method": "ωB97M-V/def2-TZVPD", "charge": 0, "smiles": "CCOC(=O)C(F)(F)F.CCOC(=O)C(F)(F)F.CCOC(=O)C(F)(F)F.CCOC(=O)C(F)(F)F.CCOC(=O)C(F)(F)F.CCOC(=O)C(F)(F)F.CCOC(=O)C(F)(F)F.FPS", "multiplicity": 1, "lumo_energy_ev": 0.50, "homo_lumo_gap_ev": 9.53, "symbols": ["C", "C", "O", "C", "O", "C", "F", "F", "F", "H", "H", "H", "H", "H", "C", "C", "O", "C", "O", "C", "F", "F", "F", "H", "H", "H", "H", "H", "C", "C", "O", "C", "O", "C", "F", "F", "F", "H", "H", "H", "H", "H", "C", "C", "O", "C", "O", "C", "F", "F", "F", "H", "H", "H", "H", "H", "C", "C", "O", "C", "O", "C", "F", "F", "F", "H", "H", "H", "H", "H", "C", "C", "O", "C", "O", "C", "F", "F", "F", "H", "H", "H", "H", "H", "C", "C", "O", "C", "O", "C", "F", "F", "F", "H", "H", "H", "H", "H", "F", "P", "S", "H", "H"], "coordinates": [[-3.03330, 1.60565, 1.45140], [-1.59514, 1.17464, 1.26937], [-0.78625, 1.51117, 2.42061], [-0.93838, 0.73028, 3.47893], [-1.66294, -0.21587, 3.58435], [0.00504, 1.20146, 4.60289], [-0.09784, 2.52436, 4.78882], [1.27868, 0.92701, 4.29023], [-0.27953, 0.59601, 5.74903], [-3.08790, 2.67347, 1.67056], [-3.60407, 1.40127, 0.54708], [-3.50445, 1.07481, 2.27720], [-1.14283, 1.70670, 0.43535], [-1.50907, 0.10779, 1.06687], [3.20030, -3.60713, 1.95860], [3.73276, -2.19320, 2.00463], [3.52673, -1.49879, 0.75133], [2.29969, -1.06948, 0.51989], [1.34191, -1.17631, 1.22944], [2.25570, -0.33907, -0.83700], [2.83241, -1.05908, -1.80383], [2.90919, 0.83182, -0.75305], [1.00379, -0.08639, -1.20123], [3.64921, -4.15507, 1.12896], [3.42881, -4.12578, 2.88861], [2.12178, -3.62041, 1.82027], [4.81069, -2.19148, 2.14930], [3.28592, -1.61597, 2.81389], [-1.26723, 5.26571, 4.47681], [-0.70746, 6.67053, 4.47258], [-0.83265, 7.29441, 3.17619], [-2.03807, 7.73764, 2.85505], [-3.02960, 7.69470, 3.52388], [-1.99308, 8.38187, 1.45321], [-1.38646, 7.58103, 0.57180], [-1.31594, 9.53598, 1.50128], [-3.21946, 8.63429, 1.01448], [-0.78981, 4.66567, 3.70337], [-1.09468, 4.79733, 5.44383], [-2.33945, 5.26882, 4.28265], [0.36136, 6.65592, 4.67380], [-1.18108, 7.30106, 5.22475], [4.40364, 3.10714, -2.47535], [5.05004, 2.30674, -3.58252], [5.87251, 3.13309, -4.43712], [7.05467, 3.48054, -3.95441], [7.53047, 3.17715, -2.89946], [7.79484, 4.34303, -4.99691], [7.00617, 5.32053, -5.45841], [8.16753, 3.58746, -6.03992], [8.88251, 4.89337, -4.47482], [3.82701, 3.93548, -2.88953], [3.74033, 2.47177, -1.89614], [5.14944, 3.52868, -1.80225], [4.29427, 1.88752, -4.24293], [5.64775, 1.48298, -3.19304], [0.99946, -8.53867, 5.92545], [2.12470, -8.95398, 5.00387], [1.81566, -8.67417, 3.62102], [1.92428, -7.41177, 3.24181], [2.26633, -6.47919, 3.91083], [1.57530, -7.28906, 1.74398], [0.42832, -7.90830, 1.45746], [2.54257, -7.84131, 1.00070], [1.46116, -6.01152, 1.39962], [0.06760, -9.02022, 5.62767], [1.23350, -8.82730, 6.94948], [0.84291, -7.46140, 5.89941], [2.27465, -10.03038, 5.04284], [3.06598, -8.47274, 5.26781], [-10.69081, -7.59547, 1.25742], [-10.49744, -6.25013, 0.59404], [-9.85857, -5.30322, 1.47915], [-8.55475, -5.44822, 1.64603], [-7.83888, -6.26281, 1.14101], [-8.03396, -4.35086, 2.59670], [-8.77490, -4.26109, 3.70152], [-8.06689, -3.15716, 1.97577], [-6.77648, -4.59133, 2.95296], [-11.25486, -7.48462, 2.18404], [-11.23656, -8.26185, 0.59057], [-9.73562, -8.05880, 1.49970], [-11.45724, -5.79997, 0.35206], [-9.92016, -6.32852, -0.32661], [5.64904, 5.41932, -7.94649], [5.14272, 5.67074, -9.34935], [4.32907, 4.57737, -9.82961], [3.09500, 4.51538, -9.35564], [2.57211, 5.27077, -8.58848], [2.36571, 3.30464, -9.97572], [3.10609, 2.19546, -9.88642], [2.11534, 3.53429, -11.27078], [1.21110, 3.08719, -9.35874], [6.19268, 4.47574, -7.90416], [6.31380, 6.22416, -7.64199], [4.82667, 5.36313, -7.23502], [5.97130, 5.72919, -10.05160], [4.57614, 6.59908, -9.41869], [-6.27317, 0.79792, 0.71438], [-7.07766, -0.58391, 0.87655], [-5.36273, -1.81812, 0.53738], [-7.16197, -0.65445, 2.29581], [-5.54499, -2.88675, 1.31889]]}


[2]
{"formula": "C10H18NO3P", "method": "ωB97M-V/def2-TZVPD", "charge": 0, "multiplicity": 3, "lumo_energy_ev": [1.01, -1.61], "homo_lumo_gap_ev": [8.60, 7.88], "s2": 2.05, "symbols": ["C", "C", "C", "C", "C", "C", "C", "C", "C", "C", "N", "O", "O", "O", "P", "H", "H", "H", "H", "H", "H", "H", "H", "H", "H", "H", "H", "H", "H", "H", "H", "H", "H"], "coordinates": [[-0.66057, -3.43862, 1.02601], [-1.46697, -3.12866, -0.17622], [0.63129, -3.00739, 1.11678], [-0.94433, -2.14273, -1.00506], [1.24886, -2.48963, -0.13087], [2.58577, -1.79425, 0.17914], [-0.47968, 1.39203, -2.81761], [-0.63573, 3.38978, 1.89287], [0.51632, 2.30852, -2.09325], [-0.75635, 2.02163, 2.46290], [0.37674, -1.75286, -0.94520], [-1.93426, 1.27408, 0.07784], [0.48098, 1.91438, -0.64491], [-0.09951, 1.07919, 1.71662], [-0.52637, 0.89526, 0.18491], [-1.23545, -3.89853, 1.81980], [-2.42779, -3.64030, -0.24614], [1.19786, -3.04053, 2.00091], [-1.51859, -1.59310, -1.80650], [1.44995, -3.34055, -0.89517], [2.43307, -0.75440, 0.69867], [3.13081, -1.65067, -0.66059], [3.05998, -2.56485, 0.85827], [-0.24645, 0.21214, -2.55576], [-1.47253, 1.69443, -2.46707], [-0.44371, 1.41631, -3.93130], [-1.23594, 3.39645, 0.97590], [-0.86763, 4.24118, 2.47579], [0.35782, 3.59610, 1.44500], [0.15663, 3.27538, -2.18730], [1.59354, 2.26488, -2.23971], [-1.90321, 1.95181, 2.43261], [-0.36456, 1.91350, 3.43863]]}


[3]
{"formula": "C4H8O3", "method": "ωB97M-V/def2-TZVPD", "charge": 0, "smiles": "COC(=O)CCO", "multiplicity": 1, "lumo_energy_ev": 0.90, "homo_lumo_gap_ev": 11.21, "e_above_lowest_kcal_mol": 50.9, "symbols": ["C", "O", "C", "O", "C", "C", "O", "H", "H", "H", "H", "H", "H", "H", "H"], "coordinates": [[-2.81029, 0.09558, -0.26445], [-1.61178, 0.52062, 0.40635], [-0.55096, -0.15206, -0.01420], [-0.60858, -0.95174, -0.93794], [0.74434, -0.17386, 0.71322], [1.94537, 0.43838, 0.00826], [2.99856, -0.49877, 0.17684], [-2.85884, -0.99775, -0.27883], [-3.63431, 0.51966, 0.30409], [-2.81574, 0.46172, -1.29427], [0.70654, 0.08877, 1.78891], [0.76037, -1.21660, 0.22574], [1.69574, 0.55795, -1.05270], [2.23917, 1.41787, 0.41062], [3.80040, -0.10978, -0.19165]]}


[4]
{"formula": "C2H6N6", "method": "ωB97M-V/def2-TZVPD", "charge": 0, "smiles": "N/N=c1/cn[nH]n1N", "multiplicity": 1, "lumo_energy_ev": 0.90, "homo_lumo_gap_ev": 8.71, "e_above_lowest_kcal_mol": 51.7, "symbols": ["N", "N", "C", "C", "N", "N", "N", "N", "H", "H", "H", "H", "H", "H"], "coordinates": [[-0.25598, -0.51038, 2.31885], [-0.18908, 0.64735, 1.59987], [-0.13279, 0.52038, 0.34403], [-0.14945, 1.55531, -0.70590], [-0.13598, 1.02276, -1.89308], [0.04006, -0.30732, -1.76069], [-0.06989, -0.63319, -0.43209], [0.85336, -1.57811, 0.01984], [-0.65890, -0.33094, 3.25709], [-0.81067, -1.26922, 1.85107], [-0.22173, 2.62519, -0.56575], [-0.57021, -0.83391, -2.41611], [0.51172, -2.01200, 0.86565], [1.74581, -1.12104, 0.21029]]}